DFT (wB97M-V/def2-TZVPD) results for a molecular structure, C42H71Br2IN4O14P3S in a non-equilibrium geometry.

Structure (XYZ):
```
138
Properties=species:S:1:pos:R:3
C -1.181 -1.422 5.400
C -1.171 -0.901 3.872
C -1.187 -2.142 2.921
I -3.190 -2.885 3.566
C -0.954 -2.095 1.356
C -2.327 -1.582 0.748
O -2.831 -0.379 1.334
C -4.192 -0.192 1.113
C -4.856 -0.182 -0.177
C -6.294 0.083 -0.203
C -7.100 0.353 0.967
C -6.432 0.318 2.267
C -5.011 0.059 2.312
N 0.126 -1.193 0.754
C 0.660 -0.029 1.536
O -0.348 0.987 1.704
O 0.295 2.191 1.857
C 1.094 -1.848 -0.255
C 2.546 -1.330 -0.448
C 3.743 -1.448 0.529
N 3.629 -0.740 1.829
C 0.466 -1.516 -1.684
Br 0.845 -2.853 -3.127
C 0.681 -0.155 -2.427
C 1.972 0.043 -3.349
Br 0.413 1.516 -1.409
C 0.878 -3.348 0.383
N 1.483 -3.030 1.736
C 2.372 -3.731 2.186
S 3.336 -4.809 2.877
P 1.718 -4.798 -0.582
C 3.546 -4.531 -0.839
O 1.649 -6.219 0.371
C -0.708 -3.588 0.690
C -1.541 -3.977 -0.588
C -1.314 -5.394 -1.244
C -2.640 -5.790 -2.008
O -3.174 -4.940 -2.682
O -3.147 -7.070 -1.945
C -1.073 -4.820 1.643
C -2.385 -5.454 1.642
C -2.777 -6.581 2.513
C -1.632 -6.913 3.345
C -0.372 -6.255 3.288
N -0.096 -5.226 2.474
H -2.141 -1.208 5.921
H -0.398 -0.863 5.995
H -0.858 -2.497 5.475
H -2.109 -0.288 3.786
H -0.327 -0.183 3.880
H -0.477 -2.891 3.374
H -3.154 -2.346 0.796
H -2.294 -1.402 -0.374
H -4.273 -0.365 -1.105
H -6.805 0.117 -1.191
H -8.191 0.583 0.919
H -7.008 0.510 3.202
H -4.528 0.055 3.321
H -0.494 -0.591 0.166
H 1.461 0.544 1.019
H 1.105 -0.398 2.487
H 0.077 2.548 2.743
H 2.900 -1.762 -1.428
H 2.564 -0.216 -0.649
H 4.176 -2.456 0.745
H 4.602 -0.907 0.025
H 4.539 -0.510 2.217
H 3.033 -1.236 2.486
H -0.661 -1.552 -1.658
H -0.126 -0.085 -3.214
H 2.944 -0.130 -2.843
H 1.869 -0.455 -4.346
H 1.959 1.145 -3.595
H 4.153 -4.487 0.110
H 3.913 -5.472 -1.350
H 3.820 -3.698 -1.526
H 2.394 -6.783 0.085
H -1.376 -3.339 -1.499
H -2.656 -3.880 -0.485
H -1.042 -6.243 -0.583
H -0.533 -5.351 -2.054
H -4.122 -7.021 -1.932
H -3.235 -5.110 1.000
H -3.780 -7.040 2.532
H -1.769 -7.739 4.085
H 0.434 -6.578 3.993
O -5.589 4.170 -3.523
P -6.423 5.214 -2.816
O -7.714 4.279 -2.404
C -7.572 3.375 -1.315
C -7.631 4.099 0.019
O -7.061 5.927 -4.163
C -6.353 5.903 -5.401
C -6.878 4.794 -6.292
O -7.102 6.488 -1.934
C -6.215 7.566 -1.581
C -5.805 8.390 -2.788
H -6.640 2.810 -1.411
H -8.400 2.664 -1.379
H -6.757 4.742 0.151
H -7.657 3.385 0.844
H -8.514 4.738 0.073
H -5.278 5.807 -5.238
H -6.517 6.867 -5.889
H -6.883 3.830 -5.780
H -6.278 4.707 -7.200
H -7.913 4.997 -6.579
H -5.337 7.161 -1.070
H -6.750 8.198 -0.870
H -5.146 7.818 -3.447
H -5.267 9.286 -2.473
H -6.677 8.685 -3.372
O 7.405 2.742 -0.848
P 8.571 2.220 -0.041
O 8.177 0.619 -0.024
C 8.403 -0.145 -1.205
C 9.875 -0.477 -1.380
O 7.994 2.627 1.454
C 7.098 3.725 1.611
C 5.668 3.230 1.686
O 10.028 1.839 0.726
C 11.062 2.840 0.669
C 10.733 4.056 1.517
H 8.017 0.388 -2.079
H 7.831 -1.070 -1.100
H 10.455 0.425 -1.589
H 10.016 -1.173 -2.210
H 10.282 -0.921 -0.471
H 7.225 4.456 0.810
H 7.358 4.228 2.545
H 5.418 2.584 0.843
H 4.966 4.066 1.708
H 5.523 2.631 2.590
H 11.233 3.128 -0.372
H 11.977 2.373 1.038
H 9.905 4.623 1.083
H 11.596 4.720 1.582
H 10.435 3.759 2.523
```

The calculation puts the relative energy (zero: lowest compared OMol25 entry of this formula, charge and spin) at 152.96 kcal per mole. The HOMO energy is -10.482 eV. As for the net charge: +1. As for the spin multiplicity: 1. As for the total energy: -9782.7500 a.u.

---

DFT (wB97M-V/def2-TZVPD) results for 12 unconnected molecules or ions with the total composition C42H72Cl6O18S3 in a non-equilibrium geometry.

Structure (XYZ):
```
141
Properties=species:S:1:pos:R:3
C 8.212 -22.771 13.803
C 9.539 -22.968 14.551
C 9.858 -24.433 14.582
S 9.284 -25.173 12.986
O 8.482 -26.358 13.319
O 10.448 -25.274 12.056
C 8.183 -23.712 12.539
H 8.041 -21.747 13.471
H 7.342 -22.935 14.439
H 9.662 -22.444 15.499
H 10.279 -22.462 13.930
H 9.278 -24.865 15.398
H 10.847 -24.788 14.870
H 7.164 -24.055 12.363
H 8.564 -23.215 11.646
C 4.826 -22.673 18.758
C 5.194 -22.340 17.261
C 6.751 -22.034 17.283
S 7.183 -21.482 19.043
O 7.657 -20.125 19.059
O 7.931 -22.592 19.664
C 5.503 -21.668 19.660
H 5.260 -23.637 19.021
H 3.751 -22.751 18.925
H 4.583 -21.519 16.886
H 5.056 -23.172 16.570
H 7.014 -21.165 16.679
H 7.411 -22.868 17.046
H 5.023 -20.705 19.482
H 5.463 -22.048 20.681
C 8.714 -15.525 22.182
C 7.936 -16.322 21.199
C 7.906 -17.774 21.730
S 9.511 -18.080 22.478
O 10.354 -18.840 21.535
O 9.235 -18.657 23.788
C 9.972 -16.363 22.502
H 8.164 -15.261 23.085
H 9.012 -14.577 21.735
H 8.390 -16.236 20.212
H 6.929 -15.947 21.021
H 7.533 -18.503 21.010
H 7.162 -17.852 22.523
H 10.561 -16.319 21.586
H 10.631 -16.045 23.311
O 8.908 -26.826 20.358
C 7.816 -26.448 20.819
O 6.700 -27.091 20.599
C 5.579 -26.650 21.393
C 6.044 -25.182 21.685
C 7.545 -25.286 21.667
H 5.584 -27.280 22.282
H 4.620 -26.746 20.884
H 5.633 -24.889 22.652
H 5.698 -24.506 20.904
H 7.949 -25.452 22.666
H 8.002 -24.439 21.154
O 11.263 -20.243 15.725
C 10.322 -19.449 15.787
O 9.384 -19.304 14.864
C 8.554 -18.120 15.131
C 8.922 -17.580 16.500
C 10.134 -18.368 16.906
H 7.510 -18.428 15.188
H 8.848 -17.424 14.345
H 8.125 -17.781 17.216
H 9.237 -16.539 16.577
H 9.770 -18.901 17.784
H 11.000 -17.758 17.166
O 6.034 -19.560 24.111
C 6.752 -20.500 23.972
O 7.178 -20.866 22.796
C 8.160 -21.882 22.815
C 7.773 -22.527 24.109
C 7.268 -21.424 25.004
H 9.195 -21.554 22.904
H 8.086 -22.604 22.002
H 8.604 -23.116 24.499
H 6.971 -23.253 23.980
H 8.063 -20.793 25.402
H 6.574 -21.614 25.823
O 1.235 -26.678 13.587
C 1.405 -26.184 14.712
O 0.893 -26.769 15.815
C 1.522 -26.227 16.914
C 1.924 -24.808 16.477
C 2.302 -24.978 15.044
H 2.330 -26.852 17.295
H 0.744 -26.161 17.674
H 2.757 -24.519 17.118
H 1.058 -24.218 16.778
H 3.338 -25.315 15.008
H 2.079 -24.083 14.463
O 5.842 -25.237 14.797
C 5.957 -26.065 15.729
O 5.117 -26.097 16.730
C 5.494 -27.087 17.687
C 6.910 -27.539 17.360
C 7.009 -27.189 15.913
H 4.778 -27.906 17.617
H 5.441 -26.610 18.665
H 7.054 -28.595 17.591
H 7.681 -27.096 17.991
H 6.594 -28.006 15.324
H 7.980 -26.853 15.550
O 14.769 -22.601 19.802
C 13.582 -22.388 19.486
O 12.599 -22.265 20.380
C 11.256 -22.144 19.734
C 11.607 -21.693 18.345
C 12.967 -22.328 18.079
H 10.661 -21.377 20.230
H 10.650 -23.049 19.676
H 11.548 -20.607 18.280
H 10.865 -22.107 17.663
H 13.687 -21.773 17.477
H 12.954 -23.274 17.538
Cl 2.343 -24.769 20.158
C 1.188 -23.985 21.277
C 1.705 -23.657 22.702
Cl 3.108 -22.502 22.605
H 0.223 -24.488 21.214
H 0.880 -23.037 20.838
H 2.154 -24.485 23.251
H 0.949 -23.259 23.379
Cl 5.089 -19.027 13.904
C 4.907 -20.442 12.846
C 4.722 -21.677 13.666
Cl 3.078 -21.743 14.343
H 5.845 -20.412 12.292
H 4.149 -20.195 12.103
H 5.451 -21.838 14.460
H 4.766 -22.571 13.043
Cl 5.527 -18.092 17.610
C 3.980 -17.932 16.843
C 3.021 -17.448 18.000
Cl 3.383 -15.688 18.243
H 3.666 -18.852 16.349
H 3.973 -17.304 15.951
H 3.182 -18.056 18.890
H 1.946 -17.485 17.825
```

The HOMO energy is -9.438 eV. As for the structure (SMILES): O=S1(=O)CCCC1.O=S1(=O)CCCC1.O=S1(=O)CCCC1.O=C1CCCO1.O=C1CCCO1.O=C1CCCO1.O=C1CCCO1.O=C1CCCO1.O=C1CCCO1.ClCCCl.ClCCCl.ClCCCl. As for the net charge: 0. As for the spin multiplicity: 1. As for the total energy: -6953.5394 a.u.